(1)
68
Properties=species:S:1:pos:R:3:forces:R:3:lowdin_charge:R:1 method="wB97M-V/def2-TZVPD" total_charge=0 relative_energy_ev=0.000 homo_lumo_gap_ev=6.7130
Pd 0.24288 0.06834 0.04057 0.6 -0.2 0.1 0.931
Cl -5.30917 -1.46980 4.45787 0.0 0.0 0.0 0.641
C -4.09532 -1.38296 3.21408 0.0 0.0 -0.1 -0.680
C -4.33637 -1.99574 1.97074 0.0 0.0 0.0 -0.088
C -3.40660 -1.92668 0.97446 0.0 0.0 0.0 0.001
C -2.17872 -1.21534 1.13147 0.0 -0.1 0.0 -0.321
O -1.39215 -1.14674 0.11736 -0.1 0.2 0.0 -0.183
C -1.92150 -0.67073 2.42483 0.0 0.0 0.0 -0.128
C -0.65851 -0.15281 2.83296 -0.1 0.0 0.0 -0.061
N 0.38762 0.00996 2.09568 -0.1 -0.1 0.1 -0.017
C 1.61446 0.39529 2.66245 0.0 0.0 -0.1 -0.185
C 1.91190 0.41000 4.00252 0.0 0.0 0.1 -0.007
C 3.18382 0.79542 4.46132 0.0 0.0 0.0 -0.065
C 4.16827 1.13076 3.57991 0.0 0.0 0.0 -0.034
C 3.90914 1.09031 2.19212 0.0 0.0 0.0 -0.149
C 4.91252 1.36370 1.23725 0.0 0.0 0.0 0.000
C 4.61095 1.26783 -0.08303 0.0 0.0 0.0 -0.020
C 3.29419 0.93707 -0.45827 0.0 0.0 0.0 -0.118
N 2.32290 0.69922 0.38705 -0.2 0.0 -0.1 0.051
C 2.62355 0.74174 1.72737 0.1 0.0 0.0 -0.135
C -2.90908 -0.75794 3.43820 0.1 0.0 0.0 -0.075
H -5.26781 -2.52501 1.81670 0.0 0.0 0.0 0.108
H -3.58048 -2.40170 0.01952 0.0 0.0 0.0 0.105
H -0.59599 0.09184 3.89275 0.0 0.0 0.0 0.118
H 1.18139 0.10251 4.73735 0.0 0.0 0.0 0.106
H 3.37529 0.80400 5.52605 0.0 0.0 0.0 0.109
H 5.15756 1.40860 3.92044 0.0 0.0 0.0 0.115
H 5.90681 1.62897 1.57538 0.0 0.0 0.0 0.122
H 5.34433 1.44603 -0.85651 0.0 0.0 0.0 0.114
H 3.05120 0.88490 -1.50170 0.0 0.0 -0.1 0.049
H -2.70046 -0.32669 4.41007 0.0 0.0 0.0 0.111
C -0.14726 -2.62274 -2.22942 0.0 0.0 0.0 -0.179
Si -1.09565 -1.08252 -2.74113 0.0 -0.1 0.0 0.470
C -2.95811 -1.24177 -2.47561 0.0 0.0 0.0 -0.175
C -1.00461 -1.10108 -4.63582 0.0 -0.1 0.0 -0.194
C -0.35632 0.47030 -1.93939 0.0 0.1 -0.2 -0.447
C -1.38822 1.52028 -1.64473 0.0 0.0 0.2 -0.407
C -2.39281 1.90905 -2.53977 0.0 0.0 0.0 -0.061
C -3.28951 2.89659 -2.18006 0.0 0.0 0.0 -0.061
C -3.18079 3.49092 -0.93049 0.0 0.0 0.0 -0.077
C -2.16296 3.05528 -0.10110 0.0 0.0 0.0 -0.141
N -1.29136 2.10717 -0.43843 -0.1 0.2 -0.1 0.076
Si 0.90966 1.30610 -3.04211 0.1 0.0 0.0 0.456
C 0.26318 1.99734 -4.67150 0.0 0.0 0.0 -0.172
C 1.54919 2.87355 -2.19382 0.0 0.0 0.0 -0.183
C 2.26230 0.06838 -3.51649 0.0 0.0 0.0 -0.185
H -0.77901 -3.50572 -2.36216 0.0 0.0 0.0 0.032
H 0.17632 -2.59507 -1.19027 0.0 0.0 0.0 0.006
H 0.73200 -2.75053 -2.86660 0.0 0.0 0.0 0.025
H -3.49811 -0.81606 -3.32505 0.0 0.0 0.0 0.029
H -3.32260 -0.76212 -1.57072 0.0 0.0 0.0 0.018
H -3.21807 -2.30443 -2.43297 0.0 0.0 0.0 0.035
H -1.47819 -2.03428 -4.96043 0.0 0.0 0.0 0.037
H 0.00630 -1.09745 -5.04452 0.0 0.0 0.0 0.010
H -1.56145 -0.28329 -5.09844 0.0 0.0 0.0 0.022
H -2.46406 1.43226 -3.50875 0.0 0.0 0.0 0.100
H -4.06984 3.19807 -2.86820 0.0 0.0 0.0 0.107
H -3.86366 4.26447 -0.60739 0.0 0.0 0.0 0.096
H -2.03659 3.48437 0.88788 0.0 0.0 0.0 0.103
H -0.62206 2.61887 -4.52027 0.0 0.0 0.0 0.027
H 0.03228 1.24267 -5.42134 0.0 0.0 0.0 0.013
H 1.03992 2.65017 -5.08287 0.0 0.0 0.0 0.037
H 0.88426 3.69191 -2.48607 0.0 0.0 0.0 0.036
H 2.55438 3.14431 -2.53131 0.0 0.0 0.0 0.035
H 1.53535 2.83093 -1.10586 0.0 0.0 0.0 0.011
H 1.95269 -0.45439 -4.42355 0.0 0.0 0.0 0.021
H 2.42951 -0.69879 -2.75764 0.0 0.0 0.0 0.026
H 3.21682 0.55248 -3.74373 0.0 0.0 0.0 0.035

---

(2)
16
Properties=species:S:1:pos:R:3:forces:R:3:lowdin_charge:R:1 method="wB97M-V/def2-TZVPD" total_charge=0 relative_energy_ev=0.628 homo_lumo_gap_ev=9.2967
C -1.29361 1.75158 0.56069 0.0 0.0 0.1 -0.114
C -0.84712 0.93573 -0.65767 -0.1 -0.1 0.0 -0.268
C 0.56875 0.43097 -0.55693 0.1 -0.2 0.1 -0.076
C 0.95261 -0.74502 -0.05732 -0.3 0.2 -0.1 -0.397
C 0.06091 -1.80835 0.51539 0.0 0.0 0.0 -0.030
O 2.29452 -1.04122 -0.02649 0.1 -0.2 0.0 0.020
H -2.29634 2.16955 0.41413 0.1 -0.1 0.0 0.067
H -1.31367 1.12580 1.46025 0.0 0.1 -0.1 0.069
H -0.60409 2.58093 0.75258 -0.1 -0.1 0.0 0.072
H -1.54631 0.10436 -0.81161 0.1 0.1 0.0 0.096
H 1.36328 1.09153 -0.89995 -0.1 -0.1 0.0 0.115
H -0.93070 1.56034 -1.55564 0.0 -0.1 0.1 0.102
H 0.36371 -2.03782 1.54517 0.0 0.0 -0.1 0.089
H 0.12846 -2.73633 -0.06785 0.0 0.1 0.1 0.088
H -0.98508 -1.49739 0.53702 0.2 0.0 0.0 0.072
H 2.40892 -1.95393 0.26226 0.0 0.1 0.0 0.094